(1)
ORCA calculation (wB97M-V/def2-TZVPD) on a cluster of 2 separate species, C6H15N in total.

The geometry in ORCA input format:
```
! wB97M-V def2-TZVPD RIJCOSX def2/J DEFGRID3
* xyz 0 1
C -1.33266 1.13948 0.96994
N 0.01850 0.53560 1.07735
C 0.85708 0.79005 0.02654
C 2.25416 0.23426 0.27320
C 2.66849 -0.65011 -0.99748
C -2.23419 0.33650 0.03403
C -2.13125 -1.17289 0.29185
H -1.69262 1.21199 1.99555
H -1.21700 2.16482 0.59755
H 0.01855 -0.26142 -1.74208
H 0.83250 1.71901 -0.54000
H 0.11871 -0.17873 -0.18397
H 2.13560 -0.45232 1.11013
H 3.12632 0.85365 0.45086
H 2.03172 -0.23342 -1.77236
H 3.74770 -0.76638 -0.96228
H 2.28715 -1.67302 -0.92524
H -1.95483 0.44531 -1.01383
H -3.25440 0.69812 0.15484
H -1.83321 -1.38907 1.32193
H -1.36617 -1.66256 -0.31524
H -3.08015 -1.68888 0.14872
*
```

Electronic energy, eV: -7949.0445
F_max, hartree/bohr: 0.0637
Kohn-Sham gap, eV: 7.7
ΔE to the lowest compared entry with this formula, charge and spin, kcal per mole: 155.0

---

(2)
ORCA calculation (wB97M-V/def2-TZVPD) on the molecule C6H15N.

The geometry in ORCA input format:
```
! wB97M-V def2-TZVPD RIJCOSX def2/J DEFGRID3
* xyz 0 1
C -2.41618 0.49818 1.44835
C -2.05476 -0.03269 0.04702
C -0.95235 0.81225 -0.60839
C 0.43542 0.85861 0.19467
C 1.02844 -0.56551 0.29848
C 1.67397 -1.01791 -1.00278
N 2.94143 -0.24913 -1.10672
H -1.50559 0.34662 2.03986
H -3.03983 -0.28599 1.87239
H -2.76388 1.51320 1.50378
H -3.02664 -0.15107 -0.44775
H -1.61611 -1.01248 0.11439
H -1.20891 1.88464 -0.63730
H -0.73095 0.27581 -1.55228
H 1.15972 1.51896 -0.30326
H 0.31872 1.28835 1.20336
H 0.13883 -1.13988 0.55714
H 1.65599 -0.75247 1.20427
H 2.01529 -2.08042 -1.12643
H 1.01763 -0.82695 -1.83719
H 3.27752 -0.24892 -0.14953
H 3.65225 -0.63321 -1.71207
*
```

SMILES: CCCCCCN
Electronic energy, eV: -7954.4900
F_max, hartree/bohr: 0.0551
Kohn-Sham gap, eV: 10.2
ΔE to the lowest compared entry with this formula, charge and spin, kcal per mole: 29.4

---

(3)
ORCA calculation (wB97M-V/def2-TZVPD) on the ion C6H15N with charge +1.

The geometry in ORCA input format:
```
! wB97M-V def2-TZVPD RIJCOSX def2/J DEFGRID3
* xyz 1 2
C 1.67729 -1.58343 0.54652
C 0.13043 -1.24441 0.52374
C -0.14841 0.20429 0.91706
C 0.48608 1.20450 -0.06801
C -0.17005 1.19675 -1.44029
C -1.56987 1.83302 -1.45484
N -0.45042 -2.14241 1.45202
H 2.08186 -1.60011 -0.45718
H 2.18686 -0.84536 1.15731
H 1.90103 -2.54005 0.99675
H -0.19854 -1.54213 -0.46856
H -1.22335 0.38601 0.94047
H 0.24826 0.35661 1.92842
H 0.34542 2.18771 0.36740
H 1.54850 0.98749 -0.18702
H 0.45429 1.80857 -2.08741
H -0.21157 0.22101 -1.92497
H -2.17064 1.56400 -0.58107
H -2.12371 1.58081 -2.35950
H -1.47430 2.92237 -1.42460
H -0.41040 -1.94354 2.45224
H -0.90877 -3.01170 1.17152
*
```

Electronic energy, eV: -7946.8985
F_max, hartree/bohr: 0.0170
Kohn-Sham gap (spin up / spin down), eV: 11.5 / 6.8
ΔE to the lowest compared entry with this formula, charge and spin, kcal per mole: 11.9

---

(4)
ORCA calculation (wB97M-V/def2-TZVPD) on a cluster of 2 separate species, C6H15N2 in total.

The geometry in ORCA input format:
```
! wB97M-V def2-TZVPD RIJCOSX def2/J DEFGRID3
* xyz 0 2
C -1.34769 -3.55918 0.78185
C -1.52668 -2.07766 0.92134
C -0.69065 -1.30913 1.61051
N -0.75772 0.12026 1.65760
H -0.29965 -3.83698 0.88439
H -1.93595 -4.11812 1.51412
H -1.70254 -3.89015 -0.19555
H -2.46449 -1.65451 0.57472
H 0.23675 -1.69334 2.02035
H -0.27806 0.45512 2.48759
H -1.71047 0.46849 1.70733
C 0.92112 3.03058 -0.60627
C 1.29223 1.72257 -1.21248
C 2.25988 1.48314 -2.10332
N 0.29389 0.70247 -0.95731
H 1.63437 3.80737 -0.87425
H -0.07843 3.32644 -0.96250
H 0.87114 2.94951 0.48046
H 2.39326 0.50690 -2.54863
H 2.94702 2.26225 -2.40158
H -0.62793 0.90241 -1.53489
H 0.00015 0.62630 0.04372
H 0.57045 -0.22475 -1.28718
*
```

Electronic energy, eV: -9441.4208
F_max, hartree/bohr: 0.0173
Kohn-Sham gap (spin up / spin down), eV: 4.1 / 9.6
ΔE to the lowest compared entry with this formula, charge and spin, kcal per mole: 55.5

---

(5)
ORCA calculation (wB97M-V/def2-TZVPD) on a cluster of 2 separate species, C6H15N2 in total.

The geometry in ORCA input format:
```
! wB97M-V def2-TZVPD RIJCOSX def2/J DEFGRID3
* xyz 0 2
C 2.07707 1.77699 0.60045
C 0.72436 1.93994 -0.05401
C -0.03599 0.64211 -0.27782
C 0.10076 0.05727 -1.55957
N -0.95913 -0.88525 -1.98137
C -0.54169 -0.05637 0.84989
C -1.14317 0.70147 2.06181
N -0.22988 -3.44304 0.07893
H 1.86635 1.18940 1.62960
H 2.70715 1.15292 0.08231
H 0.82119 2.39713 -1.00764
H 0.15669 2.60028 0.55658
H 0.56528 0.58654 -2.44806
H -1.55349 -0.42424 -2.66368
H -1.50202 -1.04545 -1.21167
H -0.65522 -1.13568 0.74847
H -0.30451 -4.44975 -0.06968
H -0.41863 0.70123 2.81631
H -2.08799 0.14310 2.60372
H -1.46972 1.75650 1.87271
H 2.56350 2.76696 0.83883
H 0.48546 -3.23765 0.75509
H 0.06109 -3.07163 -0.91040
*
```

Electronic energy, eV: -9442.5433
F_max, hartree/bohr: 0.0856
Kohn-Sham gap (spin up / spin down), eV: 8.0 / 8.7
ΔE to the lowest compared entry with this formula, charge and spin, kcal per mole: 29.6

---

(6)
ORCA calculation (wB97M-V/def2-TZVPD) on the ion C6H15N2 with charge +1.

The geometry in ORCA input format:
```
! wB97M-V def2-TZVPD RIJCOSX def2/J DEFGRID3
* xyz 1 1
C 0.39628 -0.86942 -2.27795
C 0.02940 -0.06280 -1.03175
C -1.46851 -0.18794 -0.75534
C 0.40872 1.40521 -1.23688
C 0.83206 -0.66275 0.14974
N 0.64428 0.07695 1.37779
C -0.08520 -0.30714 2.37738
N -0.31309 0.40369 3.45900
H 1.45247 -0.76467 -2.51176
H 0.17601 -1.92465 -2.13899
H -0.17531 -0.51540 -3.13058
H -1.76075 0.35829 0.14013
H -2.03001 0.22205 -1.58957
H -1.75659 -1.23005 -0.64063
H 0.02992 2.03718 -0.43577
H -0.02470 1.76631 -2.16498
H 1.48740 1.52505 -1.30849
H 1.89623 -0.64587 -0.09559
H 0.52577 -1.69734 0.30988
H 1.06219 1.00325 1.38531
H -0.53410 -1.29426 2.32201
H -0.86917 0.03553 4.21555
H 0.07669 1.32879 3.58148
*
```

SMILES: CC(C)(C)C/[NH+]=C/N
Electronic energy, eV: -9439.9718
F_max, hartree/bohr: 0.0206
Kohn-Sham gap, eV: 11.3
ΔE to the lowest compared entry with this formula, charge and spin, kcal per mole: 0.0

---

(7)
ORCA calculation (wB97M-V/def2-TZVPD) on the ion C6H15N2 with charge +1.

The geometry in ORCA input format:
```
! wB97M-V def2-TZVPD RIJCOSX def2/J DEFGRID3
* xyz 1 1
C 1.52601 2.00728 0.35818
C 0.16301 1.74202 -0.28818
C -0.48853 0.39995 0.04541
C -1.74632 0.24233 -0.36166
N -2.54431 1.02713 -1.16146
C 0.23114 -0.63344 0.85528
C 1.22343 -1.44499 -0.02768
N 1.17083 -2.91932 0.49515
H 2.29291 1.28345 0.07610
H 1.89260 2.99611 0.12444
H 1.47800 2.01145 1.45456
H -0.49062 2.45554 0.24311
H 0.17680 1.98156 -1.35142
H -2.31108 -0.65184 -0.07117
H -2.38420 2.01298 -1.28464
H -3.46920 0.67345 -1.30731
H -0.48614 -1.22440 1.44058
H 0.75406 -0.06040 1.64207
H 0.85094 -1.50444 -1.04039
H 2.24445 -1.08400 0.05965
H 0.28266 -3.12286 0.95990
H 1.14973 -3.49136 -0.34642
H 1.86641 -3.07691 1.21926
*
```

SMILES: CC/C(=C\N)CC[NH3+]
Electronic energy, eV: -9438.1355
F_max, hartree/bohr: 0.0452
Kohn-Sham gap, eV: 7.5
ΔE to the lowest compared entry with this formula, charge and spin, kcal per mole: 42.3

---

(8)
ORCA calculation (wB97M-V/def2-TZVPD) on a cluster of 2 separate species, C6H15N2 in total.

The geometry in ORCA input format:
```
! wB97M-V def2-TZVPD RIJCOSX def2/J DEFGRID3
* xyz 1 1
C 0.23626 2.91997 -0.86481
C 0.13743 1.56256 -1.56608
C 0.73067 0.43934 -0.73193
C 0.04559 -0.84637 -0.39338
N 0.89682 -3.15170 2.26483
C 0.53510 -2.70813 1.04398
C 0.23615 -1.37238 0.86520
N -2.27513 0.35385 0.00697
H -0.45439 2.93611 0.00813
H 1.20832 2.94617 -0.32819
H 0.03211 3.89528 -1.32654
H 0.71059 1.64858 -2.49878
H 1.56711 -0.03073 -1.25239
H 1.16968 0.79802 0.21405
H -0.11947 -1.56927 -1.18964
H -2.84610 -0.22551 -0.58285
H 1.52316 -2.52269 2.76224
H 1.32863 -4.06492 2.31043
H 0.36004 -3.50086 0.32632
H 0.39684 -0.78552 1.76265
H -2.31547 0.30143 1.01926
H -0.93063 1.62904 -1.75651
H -2.17331 1.34772 -0.09294
*
```

Electronic energy, eV: -9437.0457
F_max, hartree/bohr: 0.0593
Kohn-Sham gap, eV: 8.4
ΔE to the lowest compared entry with this formula, charge and spin, kcal per mole: 67.5

---

(9)
ORCA calculation (wB97M-V/def2-TZVPD) on a cluster of 2 separate species, C6H15N2 in total.

The geometry in ORCA input format:
```
! wB97M-V def2-TZVPD RIJCOSX def2/J DEFGRID3
* xyz 1 1
C 1.27511 1.74783 0.12506
C 0.42769 1.15206 -1.71753
C -0.12470 1.40150 -0.29153
C -1.32324 2.22603 -0.17490
C 0.75162 -1.74674 0.81525
C -1.30584 -2.24598 -0.35195
N -0.56122 -1.32215 0.46546
N 1.74531 1.55909 -1.27713
H 1.11324 2.78514 0.39120
H 1.76590 1.33388 1.02330
H 0.41373 0.16522 -2.24818
H -0.09188 1.80337 -2.41076
H -2.19010 1.71836 0.14578
H -1.32721 2.71931 -1.19075
H -1.11531 3.01024 0.57045
H 1.39037 -1.63673 0.00708
H 1.13447 -1.00019 1.55326
H 0.75943 -2.82719 1.23803
H -1.76916 -2.89778 0.40480
H -2.18543 -1.65688 -0.74601
H -0.65814 -2.60098 -1.04322
H 2.54889 0.96407 -1.36033
H -1.03484 -0.99947 1.32016
*
```

Electronic energy, eV: -9434.2775
F_max, hartree/bohr: 0.1096
Kohn-Sham gap (spin up / spin down), eV: 6.9 / 6.9
ΔE to the lowest compared entry with this formula, charge and spin, kcal per mole: 131.3

---

(10)
ORCA calculation (wB97M-V/def2-TZVPD) on a cluster of 2 separate species, C6H15N2 in total.

The geometry in ORCA input format:
```
! wB97M-V def2-TZVPD RIJCOSX def2/J DEFGRID3
* xyz 1 1
C 1.08000 0.57253 -1.39941
C 1.07953 0.06317 -0.14079
C 2.08372 0.52096 0.94032
C -0.19556 -2.24565 -0.56927
C -1.54005 1.90121 -0.44407
C 0.22861 -1.09492 0.29157
N -0.07511 -1.12227 1.52525
N -1.67534 0.49223 -0.04092
H 0.33723 0.56512 -2.20706
H 1.78749 1.36364 -1.68866
H 2.92416 0.88187 0.39260
H 1.64877 1.38470 1.55889
H 2.39885 -0.22102 1.62068
H -0.55292 -3.12200 0.07973
H 0.67118 -2.68803 -1.24900
H -1.07810 -2.27684 -1.26503
H -0.68481 2.40274 0.00900
H -1.53039 2.02843 -1.42159
H -2.45017 2.51497 -0.12789
H 0.08863 -0.24148 2.11128
H -0.26947 -2.04994 1.92539
H -2.12138 0.02214 -0.76944
H -2.15488 0.34843 0.86840
*
```

Electronic energy, eV: -9436.7877
F_max, hartree/bohr: 0.1131
Kohn-Sham gap, eV: 8.6
ΔE to the lowest compared entry with this formula, charge and spin, kcal per mole: 73.4